1.
ORCA calculation (ωB97M-V with the def2-TZVPD basis set) on 2 unconnected molecules or ions with the total composition C3H5BrN2 in a non-equilibrium geometry.

```
! RIJCOSX wB97M-V def2-TZVPD def2/J DEFGRID3
* xyz 0 1
C 1.071 -1.217 1.532
C 0.551 -1.373 0.480
C -1.018 0.864 -1.464
N 0.014 -0.956 -0.666
N -0.577 0.196 -0.480
Br 0.696 2.005 1.956
H 1.455 -1.033 2.483
H 0.170 0.805 1.336
H -1.372 1.816 -1.194
H -0.997 0.647 -2.563
H 0.008 -1.755 -1.420
*
```

Computed properties:
frontier orbital gap = 9.4689 eV
LUMO level = 0.7 eV
HOMO energy = -8.761 eV
ΔE to the lowest compared entry with this formula, charge and spin = 73.0 kcal per mole

2.
ORCA calculation (ωB97M-V with the def2-TZVPD basis set) on a single C20H27NO molecule in a non-equilibrium geometry.

```
! RIJCOSX wB97M-V def2-TZVPD def2/J DEFGRID3
* xyz 0 1
O -1.405 -1.171 3.011
C -0.338 -0.953 2.453
C -3.336 3.252 1.030
C -3.041 -0.752 -1.682
C -2.243 2.840 1.806
C -1.986 -1.237 -0.914
C -3.789 2.432 -0.012
C -3.596 0.452 -1.366
C -1.623 1.609 1.542
C -1.423 -0.568 0.194
C -3.159 1.202 -0.287
C -2.053 0.730 0.498
N 2.152 0.995 -1.423
C 1.316 2.126 -1.887
C 4.574 1.113 -1.986
C 1.550 -3.060 1.215
C -0.849 -3.569 1.242
C 3.479 1.350 -0.880
C 1.486 -0.259 -0.989
C 1.098 -0.158 0.517
C -0.130 -1.097 0.924
C 0.199 -2.619 0.643
H 0.460 -0.635 3.070
H -3.786 4.210 1.244
H -3.334 -1.403 -2.501
H -1.925 3.458 2.650
H -1.574 -2.228 -1.153
H -4.661 2.717 -0.560
H -4.397 0.882 -1.964
H -0.763 1.435 2.164
H 0.896 2.681 -1.079
H 0.539 1.737 -2.551
H 1.931 2.790 -2.439
H 5.589 1.076 -1.585
H 4.357 0.150 -2.493
H 4.543 1.908 -2.706
H 1.693 -4.139 1.042
H 1.611 -2.846 2.266
H 2.375 -2.552 0.693
H -0.777 -3.574 2.334
H -1.855 -3.218 1.050
H -0.743 -4.565 0.817
H 3.738 0.780 0.036
H 3.514 2.423 -0.555
H 2.106 -1.114 -1.126
H 0.629 -0.435 -1.645
H 0.743 0.870 0.665
H 1.965 -0.284 1.116
H 0.246 -2.780 -0.435
*
```

Computed properties:
frontier orbital gap = 8.1932 eV
LUMO level = 0.4 eV
HOMO energy = -7.803 eV
ΔE to the lowest compared entry with this formula, charge and spin = 42.1 kcal per mole

3.
ORCA calculation (ωB97M-V with the def2-TZVPD basis set) on a molecular structure, C46H43IrN8S4Se.

```
! RIJCOSX wB97M-V def2-TZVPD def2/J DEFGRID3
* xyz 1 2
Ir 0.178 0.563 1.855
C 0.571 -5.174 3.047
C 0.814 -4.516 4.395
N 1.550 -3.262 4.300
C 1.037 -2.052 4.020
S -0.736 -1.859 3.972
N 1.877 -1.068 3.883
N 1.357 0.139 3.499
C 1.818 1.186 4.113
C 2.862 1.154 5.173
C 1.158 2.473 3.776
C 1.531 3.687 4.337
C 0.763 4.809 4.067
C -0.355 4.700 3.251
C -0.656 3.468 2.698
N 0.085 2.390 2.953
H 0.002 -6.094 3.177
H 1.513 -5.424 2.559
H 0.009 -4.509 2.390
H 1.398 -5.168 5.046
H -0.128 -4.323 4.906
H 2.554 -3.314 4.190
H 3.244 0.145 5.292
H 2.460 1.500 6.127
H 3.684 1.819 4.898
H 2.394 3.749 4.982
H 1.033 5.763 4.498
H -0.984 5.552 3.040
H -1.490 3.304 2.028
N 1.592 -0.129 0.554
S 1.074 -0.129 -1.028
N 0.210 -1.396 -1.484
S -1.481 -1.085 -1.583
N -1.653 0.472 -2.048
S -1.442 1.595 -0.944
N -1.151 1.257 0.457
C -2.910 2.610 -1.083
C -4.033 2.149 -1.747
C -5.167 2.951 -1.787
C -5.163 4.197 -1.185
C -4.021 4.660 -0.541
C -2.891 3.866 -0.488
C -0.252 2.700 -1.715
C -0.391 3.057 -3.048
C 0.518 3.940 -3.607
C 1.549 4.462 -2.835
C 1.675 4.101 -1.503
C 0.768 3.217 -0.935
C -1.637 -1.944 -3.131
C -1.273 -3.283 -3.157
C -1.413 -3.988 -4.341
C -1.904 -3.356 -5.476
C -2.260 -2.018 -5.430
C -2.134 -1.299 -4.248
C -3.466 -1.433 -1.085
C -4.251 -2.335 -1.783
C -5.541 -2.596 -1.329
C -6.018 -1.984 -0.181
C -5.201 -1.113 0.526
C -3.913 -0.847 0.085
C 2.587 -1.089 0.931
C 3.788 -0.580 1.415
C 4.807 -1.431 1.801
C 4.641 -2.805 1.682
C 3.454 -3.313 1.173
C 2.420 -2.464 0.805
C 2.619 -0.377 -1.879
C 2.908 -1.555 -2.547
C 4.133 -1.675 -3.188
C 5.040 -0.626 -3.167
C 4.728 0.557 -2.512
C 3.511 0.687 -1.864
H -4.019 1.177 -2.216
H -6.053 2.596 -2.296
H -6.047 4.819 -1.224
H -4.013 5.644 -0.093
H -1.984 4.230 -0.020
H -1.192 2.637 -3.642
H 0.426 4.219 -4.648
H 2.257 5.150 -3.277
H 2.483 4.503 -0.906
H 0.860 2.907 0.099
H -0.886 -3.762 -2.269
H -1.138 -5.033 -4.376
H -2.010 -3.911 -6.398
H -2.642 -1.527 -6.315
H -2.411 -0.256 -4.192
H -3.900 -2.821 -2.683
H -6.169 -3.283 -1.882
H -7.020 -2.194 0.169
H -5.562 -0.644 1.432
H -3.270 -0.191 0.656
H 3.907 0.495 1.478
H 5.737 -1.026 2.178
H 5.443 -3.475 1.963
H 3.334 -4.382 1.051
H 1.496 -2.856 0.408
H 2.178 -2.351 -2.564
H 4.376 -2.591 -3.709
H 5.991 -0.727 -3.673
H 5.431 1.379 -2.510
H 3.252 1.604 -1.350
Se -0.852 -1.601 1.792
*
```

Computed properties:
frontier orbital gap (alpha / beta) = 5.6079 / 6.1233 eV
LUMO level (alpha / beta) = -3.5 / -3.5 eV
HOMO energy (alpha / beta) = -9.140 / -9.657 eV
ΔE to the lowest compared entry with this formula, charge and spin = 40.1 kcal per mole

4.
ORCA calculation (ωB97M-V with the def2-TZVPD basis set) on a single C4H10NO3PS molecule in a non-equilibrium geometry.

```
! RIJCOSX wB97M-V def2-TZVPD def2/J DEFGRID3
* xyz 0 1
C -2.192 -0.415 -0.228
C -3.440 0.438 -0.490
C 3.658 -0.090 0.165
C 2.315 -0.508 0.758
N -1.134 0.467 0.217
O 1.012 1.946 -0.213
O -5.213 -1.123 0.338
O 1.281 -0.667 -0.210
P 0.355 0.715 -0.592
S -5.022 0.237 -0.294
H -2.325 -1.222 0.578
H -1.853 -0.849 -1.249
H -3.070 1.223 -1.169
H 0.173 0.392 -1.922
H 3.990 -0.856 -0.398
H 3.773 0.857 -0.377
H 4.301 -0.027 1.085
H 2.117 0.325 1.586
H 2.270 -1.481 1.224
H -0.996 0.639 1.190
*
```

Computed properties:
frontier orbital gap (alpha / beta) = 9.2365 / 9.2355 eV
LUMO level (alpha / beta) = -0.4 / -0.4 eV
HOMO energy (alpha / beta) = -9.636 / -9.635 eV
ΔE to the lowest compared entry with this formula, charge and spin = 42.6 kcal per mole

5.
ORCA calculation (ωB97M-V with the def2-TZVPD basis set) on a molecular structure, C25H22ClN4O4STl in a non-equilibrium geometry.

```
! RIJCOSX wB97M-V def2-TZVPD def2/J DEFGRID3
* xyz 0 1
Tl 0.892 -0.359 -0.859
C 1.187 -1.458 2.392
N 0.490 -1.615 1.113
C -0.508 -2.416 0.960
C -1.268 -2.427 -0.239
C -2.399 -3.179 -0.582
C -2.798 -2.744 -1.843
C -1.899 -1.744 -2.220
N -0.986 -1.548 -1.261
C 0.453 -1.980 3.604
C -0.722 -1.373 4.038
C -1.424 -1.876 5.121
C -0.951 -2.992 5.797
C 0.235 -3.584 5.396
C 0.927 -3.085 4.301
H 1.377 -0.386 2.504
H 2.160 -1.950 2.305
H -0.835 -3.067 1.770
H -2.848 -3.952 0.019
H -3.635 -3.099 -2.420
H -1.872 -1.171 -3.135
H -1.090 -0.494 3.530
H -2.336 -1.392 5.445
H -1.506 -3.394 6.634
H 0.624 -4.434 5.940
H 1.851 -3.559 3.992
O -0.719 1.448 -1.712
N -1.900 1.923 -1.481
C -2.475 2.627 -2.487
C -3.741 3.151 -2.396
C -4.487 2.954 -1.246
C -3.895 2.269 -0.205
C -2.602 1.787 -0.317
S -1.862 0.966 1.045
H -1.859 2.747 -3.364
H -4.133 3.714 -3.230
H -5.493 3.336 -1.157
H -4.414 2.106 0.728
Cl 4.658 1.848 -5.582
C 3.988 2.034 -3.991
C 2.647 2.346 -3.850
C 2.105 2.444 -2.577
C 2.897 2.248 -1.451
C 4.253 1.991 -1.612
C 4.800 1.873 -2.880
C 2.304 2.369 -0.057
O 2.653 3.288 0.656
O 1.444 1.459 0.308
H 2.039 2.525 -4.726
H 1.063 2.694 -2.456
H 4.881 1.870 -0.739
H 5.852 1.665 -3.011
O -0.706 2.351 2.794
N -1.204 2.418 1.725
C 2.513 -1.187 -2.112
H 3.446 -0.674 -1.909
H 2.240 -1.071 -3.157
H 2.590 -2.240 -1.852
*
```

Computed properties:
frontier orbital gap = 7.3370 eV
LUMO level = -0.7 eV
HOMO energy = -8.014 eV
ΔE to the lowest compared entry with this formula, charge and spin = 41.8 kcal per mole

6.
ORCA calculation (ωB97M-V with the def2-TZVPD basis set) on a molecular structure, C25H48F3INNbO6P in a non-equilibrium geometry.

```
! RIJCOSX wB97M-V def2-TZVPD def2/J DEFGRID3
* xyz -1 1
C 0.544 -3.292 -1.228
C 0.612 -2.086 -1.408
Nb 1.004 0.156 -1.686
C 1.300 2.365 -2.019
N -0.322 0.148 -3.365
I -1.329 0.619 -0.062
C 2.692 -0.415 -3.119
C 2.316 -1.740 -3.926
C 2.974 -1.770 -5.354
F 3.877 -2.784 -5.607
C 2.651 -0.820 -6.276
F 3.711 -0.318 -7.019
F 1.357 -0.346 -6.441
C 2.335 0.061 0.141
C 3.331 1.275 0.390
P 2.658 2.587 1.555
O 2.127 3.748 0.781
O 3.983 3.073 2.455
C 3.734 4.261 3.221
C 3.765 4.001 4.799
O 1.590 1.889 2.609
C 0.297 2.531 2.638
C 0.178 3.642 3.776
H 0.791 -4.370 -1.275
H 2.339 2.760 -1.887
H 1.034 2.564 -3.104
H 0.526 2.930 -1.427
H -1.260 0.364 -3.013
H -0.097 0.909 -4.014
H 2.799 0.384 -3.912
H 3.632 -0.575 -2.529
H 2.618 -2.668 -3.376
H 1.209 -1.831 -4.103
H 1.721 -0.127 1.063
H 2.981 -0.863 0.018
H 3.771 1.725 -0.534
H 4.214 0.845 0.961
H 4.587 4.971 3.017
H 2.757 4.760 3.009
H 2.957 4.649 5.251
H 3.457 2.945 5.010
H 4.762 4.256 5.249
H -0.432 1.731 2.955
H -0.071 2.889 1.647
H -0.747 3.407 4.406
H 1.064 3.651 4.457
H 0.025 4.667 3.352
C -4.223 -2.852 1.574
C -4.069 -3.054 3.070
C -2.847 -3.954 3.141
O -2.027 -3.627 2.017
C -2.777 -2.795 1.115
H -4.789 -1.959 1.307
H -4.723 -3.719 1.132
H -3.857 -2.096 3.554
H -4.948 -3.490 3.548
H -3.127 -5.011 3.058
H -2.277 -3.816 4.062
H -2.379 -1.779 1.184
H -2.645 -3.151 0.092
C -3.987 3.308 7.230
C -3.930 1.794 7.302
C -2.823 1.476 6.312
O -1.915 2.587 6.334
C -2.524 3.669 7.049
H -4.435 3.773 8.109
H -4.560 3.617 6.351
H -3.634 1.481 8.307
H -4.873 1.306 7.057
H -3.214 1.382 5.294
H -2.286 0.560 6.564
H -2.015 3.761 8.016
H -2.386 4.598 6.494
C -0.311 -2.734 -8.388
C 0.574 -3.890 -8.814
C 0.427 -4.845 -7.643
O -0.885 -4.642 -7.107
C -1.445 -3.454 -7.679
H -0.652 -2.114 -9.218
H 0.224 -2.093 -7.683
H 0.174 -4.349 -9.724
H 1.610 -3.604 -9.003
H 1.152 -4.621 -6.854
H 0.545 -5.891 -7.937
H -2.226 -3.756 -8.386
H -1.902 -2.848 -6.894
*
```

Computed properties:
frontier orbital gap = 7.2454 eV
LUMO level = 1.9 eV
HOMO energy = -5.361 eV

7.
ORCA calculation (ωB97M-V with the def2-TZVPD basis set) on a single C8H15NO2S molecule in a non-equilibrium geometry.

```
! RIJCOSX wB97M-V def2-TZVPD def2/J DEFGRID3
* xyz 0 1
C 0.043 -1.227 -0.830
C -0.046 -0.164 0.125
C -1.396 0.593 -0.076
C -1.563 1.069 -1.404
C 1.156 0.907 -0.177
C 1.306 1.896 0.826
C 1.673 -0.479 1.637
C 0.149 -0.610 1.587
H -1.323 -2.978 -1.650
H -1.918 -2.092 -0.280
H 0.929 -1.750 -0.729
H 0.256 -0.827 -1.800
H -1.159 1.617 0.400
H -2.386 0.242 0.270
H -1.843 -0.849 -1.902
H 2.120 0.354 -0.486
H 0.749 1.393 -1.084
H 1.994 2.735 0.477
H 0.345 2.385 0.832
H 2.144 -0.834 0.456
H 2.289 -1.277 2.412
H -0.466 -0.061 2.383
H -0.447 -1.668 1.816
N -1.201 -1.994 -1.112
O -2.196 0.145 -2.225
O -1.208 2.213 -1.785
S 2.000 1.261 2.321
*
```

Computed properties:
frontier orbital gap = 9.0330 eV
LUMO level = 0.3 eV
HOMO energy = -8.702 eV
ΔE to the lowest compared entry with this formula, charge and spin = 89.0 kcal per mole

8.
ORCA calculation (ωB97M-V with the def2-TZVPD basis set) on a molecular structure, C30H22AsBrCl2O3Pt in a non-equilibrium geometry.

```
! RIJCOSX wB97M-V def2-TZVPD def2/J DEFGRID3
* xyz 2 5
Pt 2.143 0.218 -1.307
Br 1.801 0.732 2.136
C 2.080 2.522 1.587
C 2.489 3.417 2.573
C 2.523 4.783 2.305
C 2.008 5.247 1.110
C 1.516 4.330 0.091
C 0.765 4.827 -0.993
C 0.198 3.934 -1.899
C 0.473 2.565 -1.838
C 1.372 2.005 -0.877
C 1.741 2.890 0.206
H 2.911 3.015 3.478
H 2.914 5.485 3.043
H 1.932 6.324 0.928
H 0.660 5.889 -1.010
H -0.502 4.286 -2.682
H -0.017 1.881 -2.521
Cl 6.392 -1.513 -3.151
C 5.988 -0.834 -1.526
Cl 6.488 -1.992 -0.126
C 4.521 -0.376 -1.449
O 4.225 0.802 -1.140
O 3.578 -1.222 -1.766
H 6.558 0.082 -1.328
O 0.138 -0.388 -1.666
As -0.883 -1.015 -0.289
C -2.247 0.164 0.456
C -1.904 1.451 0.825
C -2.869 2.330 1.361
C -4.163 1.885 1.584
C -4.495 0.554 1.306
C -3.533 -0.311 0.768
C 0.039 -2.179 0.905
C -0.553 -2.541 2.088
C 0.003 -3.598 2.812
C 1.130 -4.292 2.308
C 1.737 -3.885 1.125
C 1.227 -2.776 0.430
C -1.963 -2.078 -1.488
C -1.934 -3.468 -1.335
C -2.958 -4.238 -1.903
C -4.040 -3.686 -2.594
C -4.103 -2.310 -2.704
C -3.049 -1.521 -2.180
H -0.864 1.767 0.672
H -2.533 3.328 1.624
H -4.940 2.523 1.930
H -5.459 0.111 1.554
H -3.764 -1.369 0.500
H -1.463 -2.048 2.417
H -0.364 -3.839 3.791
H 1.481 -5.209 2.765
H 2.683 -4.306 0.787
H 1.765 -2.455 -0.465
H -1.115 -3.941 -0.810
H -2.945 -5.335 -1.960
H -4.732 -4.366 -3.054
H -4.944 -1.832 -3.204
H -3.141 -0.420 -2.202
*
```

Computed properties:
frontier orbital gap (alpha / beta) = 6.9394 / 4.7154 eV
LUMO level (alpha / beta) = -6.7 / -9.6 eV
HOMO energy (alpha / beta) = -13.605 / -14.345 eV

9.
ORCA calculation (ωB97M-V with the def2-TZVPD basis set) on 3 unconnected molecules or ions with the total composition CH8NO2 in a non-equilibrium geometry.

```
! RIJCOSX wB97M-V def2-TZVPD def2/J DEFGRID3
* xyz 1 1
C -0.484 1.228 -0.402
N -1.213 0.468 -1.127
H 0.353 0.770 0.107
H -0.731 2.272 -0.584
H -1.839 0.736 -1.880
H -1.097 -0.500 -0.830
H 2.076 -0.573 -0.977
H 1.384 -1.937 -1.138
O 1.303 -1.083 -0.711
H -0.272 -0.259 3.214
H 0.666 -0.804 2.075
O -0.146 -0.320 2.254
*
```

Computed properties:
frontier orbital gap = 10.1142 eV
LUMO level = -5.2 eV
HOMO energy = -15.308 eV
ΔE to the lowest compared entry with this formula, charge and spin = 22.7 kcal per mole

10.
ORCA calculation (ωB97M-V with the def2-TZVPD basis set) on 15 unconnected molecules or ions with the total composition C5H41NO15 in a non-equilibrium geometry.

```
! RIJCOSX wB97M-V def2-TZVPD def2/J DEFGRID3
* xyz 0 1
C 0.046 -0.650 -0.438
N 1.305 -0.778 0.328
C 2.493 -0.922 -0.527
O 3.600 -0.214 0.053
C -1.150 -0.745 0.517
C -1.935 0.574 0.701
C -3.244 0.546 -0.074
H 0.011 -1.498 -1.161
H 0.061 0.291 -1.045
H 1.377 -0.009 1.004
H 2.742 -1.981 -0.614
H 2.402 -0.408 -1.496
H 3.936 -0.652 0.867
H -1.811 -1.554 0.165
H -0.791 -1.095 1.480
H -1.301 1.393 0.330
H -2.094 0.702 1.745
H -3.814 1.514 0.020
H -3.928 -0.222 0.313
H -3.043 0.405 -1.127
H -1.231 3.399 2.832
H -0.268 3.808 1.610
O -0.323 3.597 2.576
H 0.970 0.315 -3.137
H -0.406 -0.357 -3.291
O 0.538 -0.518 -3.478
H -0.581 3.455 -0.742
H 0.872 3.700 -0.252
O -0.057 3.938 -0.072
H -2.242 -0.786 -2.303
H -2.603 -0.084 -3.621
O -2.059 0.028 -2.818
H -2.011 -2.855 -1.329
H -3.514 -2.651 -1.221
O -2.744 -2.303 -1.662
H 1.397 -3.461 -3.173
H 0.992 -2.044 -2.802
O 1.234 -2.912 -2.411
H 0.042 -2.928 2.432
H 0.881 -2.522 1.258
O 0.447 -3.298 1.641
H -1.623 3.018 -2.757
H -1.590 1.615 -2.198
O -1.205 2.498 -2.076
H 2.293 2.320 3.157
H 0.802 2.424 2.734
O 1.598 1.813 2.708
H -1.093 -0.718 4.155
H -2.492 -0.848 3.539
O -2.004 -1.008 4.354
H 0.966 0.358 3.474
H 1.121 -0.493 4.713
O 0.615 -0.447 3.899
H 3.080 1.464 0.013
H 2.106 2.152 1.031
O 2.464 2.235 0.118
H 0.530 2.170 -2.328
H 1.805 1.900 -1.501
O 1.406 1.765 -2.372
H -0.340 -3.669 0.141
H 0.059 -3.539 -1.355
O -0.700 -3.799 -0.766
*
```

Computed properties:
frontier orbital gap = 9.3064 eV
LUMO level = 0.1 eV
HOMO energy = -9.212 eV
ΔE to the lowest compared entry with this formula, charge and spin = 11.1 kcal per mole